Entry 1:
60
Properties=species:S:1:pos:R:3:mulliken_charge:R:1 method="wB97M-V/def2-TZVPD" lumo_energy_ev=-15.19 total_energy_ev=-52928.3357 spin_multiplicity=1 gap_ev=6.58 charge=+4
H -3.23 -2.72 -0.70 0.44
H -1.04 -4.21 -2.46 0.54
H 1.22 -4.01 0.07 0.39
H -0.16 -5.08 -0.29 0.52
H 4.04 0.82 -0.45 0.37
C -1.21 0.46 -2.32 -0.83
P 2.08 1.23 -1.77 0.55
C -2.02 0.56 3.30 -1.27
H -1.76 -0.43 3.70 0.43
H 1.19 -2.12 1.53 0.21
C -0.87 1.72 -1.81 -0.82
Hf -0.42 0.15 -0.18 1.92
C 0.14 -4.15 0.21 -1.27
C -0.87 3.12 2.52 -1.29
H 0.81 0.23 4.27 0.45
H -2.84 0.43 2.57 0.32
H -0.82 0.15 -3.29 0.59
C -1.43 2.19 -0.61 -0.78
H -2.50 -1.26 -2.12 1.47
C 1.87 0.98 -3.56 -1.29
C 0.62 1.26 3.93 -1.16
H 0.18 1.82 4.77 0.52
H -1.78 3.38 1.96 0.40
H 2.60 3.22 -0.51 0.41
H -0.28 2.42 -2.41 1.56
H 1.57 1.75 3.67 0.45
C 3.78 0.72 -1.51 -1.08
N 0.57 -1.42 1.93 -0.63
C -2.15 -0.35 -1.63 -0.94
C -2.48 -3.23 -0.09 -1.38
H 1.19 3.50 -1.56 0.37
H -2.38 1.19 4.12 0.49
H -2.61 -4.31 -0.24 0.50
H -0.09 -4.24 1.28 0.47
H 3.93 -0.31 -1.85 0.48
H -3.36 -0.56 0.17 0.54
C 1.51 1.04 0.87 -0.33
C -2.35 1.37 0.11 -1.02
H -2.65 -3.01 0.98 0.37
C -2.68 0.08 -0.39 -0.98
H 0.97 1.48 -3.94 0.42
P -0.54 1.33 2.55 0.49
P -0.77 -2.77 -0.54 0.74
H 4.42 1.38 -2.11 0.51
H -2.86 1.75 0.99 1.37
H 1.15 -0.88 2.58 0.18
H -1.21 3.20 -0.27 0.61
O 2.53 1.16 1.44 -0.18
H -1.10 -2.50 -2.96 0.33
O 2.37 -1.87 -0.82 -0.17
H 1.83 -0.09 -3.77 0.36
C 1.41 -1.19 -0.81 -0.44
H -0.10 -1.93 2.51 0.31
H 2.75 1.41 -4.06 0.50
C 2.17 3.03 -1.49 -1.26
C -0.60 -3.22 -2.30 -1.28
H -0.01 3.65 2.09 0.38
H 0.46 -3.27 -2.56 0.40
H -1.00 3.47 3.55 0.51
H 2.83 3.46 -2.26 0.53

***

Entry 2:
121
Properties=species:S:1:pos:R:3:mulliken_charge:R:1 method="wB97M-V/def2-TZVPD" lumo_energy_ev=1.83 total_energy_ev=-120857.2842 spin_multiplicity=1 gap_ev=6.57 charge=-1
Cl 3.38 -4.63 1.53 -0.27
C -0.90 4.58 -5.26 -0.45
H 1.67 10.67 -3.22 0.34
H 4.16 0.29 -1.45 0.41
O 2.46 5.03 3.28 -0.29
H 1.92 0.32 -2.38 0.22
H 0.85 8.48 -6.68 0.28
H -5.59 -6.91 0.46 0.33
C -1.32 -4.36 0.38 -0.52
H 1.73 -6.39 -2.06 0.18
H -2.18 -1.22 1.33 0.34
H 1.17 -5.42 1.46 -0.28
H 1.01 10.61 -5.58 0.26
C 0.62 8.78 -3.55 -0.43
H 1.96 -3.69 3.81 0.51
H 3.12 4.09 4.99 0.27
H 4.21 7.25 3.14 0.26
C 1.91 -2.00 -0.50 0.46
C -6.10 -5.97 0.27 -1.33
H 0.29 5.50 -2.96 0.16
H -1.09 -1.45 4.34 0.39
C 1.39 8.49 -5.73 -0.49
O -0.47 3.37 -4.66 -0.45
H -0.16 -5.64 3.65 0.46
H 0.07 -4.47 4.93 0.48
H 1.61 1.12 -0.82 -0.06
C 1.58 -8.93 -3.34 -0.56
H -1.31 5.07 1.66 0.37
C 3.22 5.05 4.49 -0.50
H -0.40 1.08 2.46 0.23
H 4.08 -2.21 -0.35 0.30
H 1.49 -2.90 -0.95 -0.06
C 1.20 -4.04 3.11 -0.15
C -1.08 2.08 0.65 0.05
H -2.05 -0.89 -1.11 0.42
C -1.93 -2.05 0.68 -0.56
C -4.43 -4.52 3.39 -0.35
H -2.35 -1.32 6.38 0.41
O -1.17 3.48 0.35 -0.38
C 3.34 -1.70 -0.96 -0.55
H -1.44 6.50 -4.36 0.23
H -2.09 1.71 0.86 0.25
C 1.20 -7.27 -1.70 -0.04
H -6.55 -5.75 2.38 0.31
H -4.03 -5.12 1.40 0.04
H 3.54 0.11 0.20 0.26
C 3.23 5.57 2.21 -0.37
C -1.24 -4.18 -1.00 -1.17
C -6.17 -5.14 1.56 -0.30
C -0.19 1.97 1.87 -0.11
H 5.17 4.43 3.79 0.28
H -0.33 9.32 -3.45 0.27
C -0.63 4.24 1.44 -0.28
H -7.08 -6.14 -0.17 0.39
C 3.38 -0.18 -0.85 -0.70
H -2.55 5.17 -4.00 0.34
O 0.55 7.95 -4.71 -0.25
H 3.52 4.75 1.54 0.28
H -0.52 -9.36 -2.95 0.27
H 0.43 3.10 -2.81 0.07
C -1.51 -2.92 -1.54 -0.68
H -1.16 5.17 -1.99 0.30
H -0.69 1.55 -0.21 -0.17
C 2.01 -8.54 -1.93 -0.58
H 0.86 1.93 1.57 0.06
O -3.13 -4.95 3.64 -0.61
H 3.47 -2.01 -2.00 0.31
H 1.99 -6.00 2.90 0.55
Ga -1.78 -3.68 3.25 -0.53
C -4.80 -4.53 1.90 -0.23
H 2.61 6.27 1.64 0.25
C 1.81 -5.13 2.28 -0.04
H -2.74 -1.27 3.82 0.37
H -3.57 -2.43 5.82 0.27
O 1.13 -0.87 -0.90 -0.27
C 4.66 5.35 4.07 -0.55
H 0.95 -7.11 -0.65 0.04
C 1.97 0.20 -1.29 -0.12
C -0.49 3.50 -3.23 -0.02
C 1.77 9.89 -5.28 -0.58
H 2.73 10.22 -5.70 0.33
H 5.30 6.26 2.17 0.34
H 2.12 -8.32 -4.08 0.26
C -0.04 -4.57 3.86 -0.94
O -0.01 -7.43 -2.45 -0.38
H -6.87 -4.33 1.36 0.28
H -4.60 -3.52 3.81 0.02
H -0.97 -5.02 -1.63 0.58
C -1.85 -1.87 -0.70 -0.23
H 1.86 -2.10 0.58 -0.29
H -1.95 -3.01 6.22 0.27
C -1.67 -3.30 1.25 0.65
H 2.72 9.26 -3.44 0.28
H 2.28 7.85 -5.83 0.28
H -1.13 -5.33 0.81 0.79
H 1.74 -9.98 -3.58 0.36
C 0.11 -8.54 -3.33 -0.53
C 4.44 6.22 2.84 -0.60
H -5.12 -5.19 3.92 0.38
H -4.72 -3.53 1.48 0.36
C -2.51 -2.21 5.75 -1.42
H 1.71 -9.32 -1.22 0.29
H -1.62 4.35 -6.06 0.28
H 2.83 5.83 5.14 0.29
H -1.33 2.92 -2.83 0.08
H 0.96 -3.19 2.47 -0.15
C -0.47 3.27 2.60 -0.47
H 0.32 3.58 3.29 0.16
H 0.74 8.15 -2.67 0.26
H 5.23 5.83 4.86 0.33
H -5.49 -5.44 -0.46 0.31
C -2.06 -1.96 4.31 -0.40
H -1.44 -2.77 -2.61 0.35
H -0.03 5.08 -5.71 0.22
H 0.33 4.66 1.14 0.04
C -1.50 5.43 -4.15 -0.49
H 3.08 -8.38 -1.82 0.36
H -1.41 3.19 3.16 0.29
C 1.79 9.73 -3.76 -0.57
C -0.68 4.99 -2.95 -0.27
H -0.27 -8.25 -4.31 0.29